DFT (ωB97M-V with the def2-TZVPD basis set) results for a 2-piece molecular cluster, C5H7NO2 overall in a non-equilibrium geometry.

Last column: Mulliken charge in e.
Geometry (Å):
C -1.046 -1.660 -1.151  -1.065
C -0.082 -0.603 -1.709  -0.572
C -0.266 0.626 -1.434  0.680
O -0.401 1.684 -1.000  -0.431
H -1.654 -1.199 -0.342  0.344
H -0.529 -2.305 -0.551  0.356
H -1.718 -2.138 -2.012  0.251
H 0.597 -0.900 -2.446  0.418
N -0.151 -0.250 2.255  -0.506
C 0.524 0.852 1.836  0.117
C 1.338 1.575 1.215  0.023
O 1.825 2.644 0.570  -0.496
H 0.213 -0.970 1.626  0.240
H 0.096 -0.251 3.274  0.295
H 1.256 2.895 -0.131  0.348

frontier orbital gap: 8.897 eV
relative energy (zero: lowest compared OMol25 entry of this formula, charge and spin): 471.6 kJ/mol
LUMO: 0.63 eV
SMILES: CC=C=O.NC#CO